Formula: C40H39BN11O3RuS
Source: the OMol25 dataset
Level of theory: ωB97M-V/def2-TZVPD

```
96
Properties=species:S:1:pos:R:3:forces:R:3:lowdin_spin:R:1
Ru -0.371 -0.590 0.813 -1.03 1.90 3.02 0.01
C 0.969 1.228 3.927 -0.07 -0.10 -0.14 0.00
C -0.340 1.656 3.365 -0.20 0.09 0.02 0.00
C -1.326 2.442 3.974 -0.01 -0.07 -0.14 0.00
C -2.340 2.525 3.048 0.17 -0.10 0.05 0.00
N -1.974 1.831 1.957 -0.25 0.35 0.35 0.00
N -0.752 1.312 2.149 0.45 -2.03 -0.85 0.00
B -2.775 1.678 0.647 0.71 -0.42 0.03 0.00
N -1.818 1.832 -0.557 -0.01 0.35 -0.30 0.00
C -1.999 2.628 -1.625 0.13 -0.02 -0.31 0.00
C -0.929 2.466 -2.471 -0.09 -0.06 0.02 0.00
C -0.107 1.521 -1.845 -0.44 0.22 0.09 0.00
C 1.171 0.972 -2.373 0.06 -0.09 0.25 0.00
N -0.662 1.157 -0.691 0.78 -0.75 -0.15 0.00
N -3.336 0.221 0.581 -0.64 0.15 -0.09 0.00
C -4.570 -0.290 0.440 -0.17 -0.21 -0.01 0.00
C -4.480 -1.662 0.366 0.08 0.16 0.01 0.00
C -3.113 -1.939 0.465 -0.14 0.23 -0.12 0.00
C -2.449 -3.272 0.414 0.25 0.08 0.02 0.00
N -2.452 -0.790 0.586 0.77 0.04 -0.28 0.00
N -3.778 2.818 0.604 -0.47 0.12 -0.08 0.00
C -5.124 2.962 0.649 -0.21 0.02 0.03 0.00
C -5.418 4.303 0.657 0.08 -0.18 -0.01 0.00
C -4.164 4.940 0.618 -0.19 -0.37 0.01 0.00
C -3.885 6.402 0.615 0.17 -0.06 0.00 0.00
N -3.203 4.039 0.588 0.54 0.52 0.08 0.00
H 1.066 1.595 4.945 0.06 0.04 0.06 0.00
H 1.034 0.140 3.943 0.06 -0.02 0.01 0.00
H 1.789 1.615 3.323 0.08 -0.01 0.05 0.00
H -1.295 2.887 4.949 0.02 0.08 0.16 0.00
H -3.276 3.041 3.102 -0.21 0.14 -0.09 0.00
H -2.860 3.254 -1.732 -0.16 0.13 0.10 0.00
H -0.747 2.951 -3.408 -0.04 0.15 -0.22 0.00
H 1.080 0.797 -3.443 0.01 -0.06 -0.11 0.00
H 1.995 1.671 -2.220 0.05 0.01 -0.02 0.00
H 1.404 0.034 -1.874 0.07 0.03 -0.10 0.01
H -5.446 0.320 0.392 -0.10 0.15 0.01 0.00
H -5.276 -2.372 0.254 -0.18 -0.07 0.00 0.00
H -2.657 -3.754 -0.541 -0.05 -0.09 -0.04 0.00
H -1.364 -3.171 0.538 -0.25 -0.03 0.01 0.00
H -2.826 -3.915 1.207 0.01 -0.05 0.07 0.00
H -5.808 2.141 0.683 -0.06 -0.20 0.02 0.00
H -6.384 4.765 0.686 -0.20 0.01 0.01 0.00
H -4.817 6.963 0.633 0.02 0.06 -0.01 0.00
H -3.289 6.673 1.485 0.01 0.09 0.02 0.00
H -3.319 6.674 -0.275 0.01 0.11 -0.03 0.00
C 4.847 1.626 1.300 -0.12 0.05 -0.08 0.00
C 3.709 1.870 0.538 0.36 0.15 0.08 0.00
C 2.632 1.013 0.599 -0.47 -0.75 0.30 0.00
C 2.685 -0.134 1.407 2.62 0.73 -0.25 0.01
C 3.837 -0.361 2.189 -0.47 -0.08 -0.24 0.00
C 4.891 0.521 2.141 0.16 0.11 -0.08 0.00
N 1.615 -0.968 1.484 -3.06 -1.87 0.58 0.01
N 1.727 -2.019 2.262 2.13 2.21 -0.59 0.00
C 0.603 -2.374 2.895 -2.43 -0.34 -0.08 0.00
C 0.611 -3.325 3.928 0.32 0.09 -0.13 0.00
C -0.531 -3.538 4.669 0.35 -0.25 0.15 0.00
C -1.685 -2.813 4.401 0.00 0.60 -0.57 0.00
C -1.706 -1.891 3.353 -0.71 -0.10 0.82 0.00
C -0.604 -1.679 2.554 1.54 -0.35 -2.14 0.00
H 5.688 2.298 1.247 0.08 0.12 0.02 0.00
H 3.665 2.745 -0.098 -0.02 0.01 0.01 0.00
H 1.713 1.205 0.063 0.05 0.05 0.02 0.00
H 3.855 -1.231 2.828 0.03 0.04 0.06 0.00
H 5.752 0.354 2.775 0.08 -0.02 -0.04 0.00
H 1.532 -3.845 4.150 0.09 -0.11 0.06 0.00
H -0.519 -4.245 5.485 0.02 -0.09 0.04 0.00
H -2.570 -2.967 5.000 -0.11 0.00 0.09 0.00
H -2.612 -1.319 3.183 -0.10 -0.09 -0.08 0.00
O 6.481 0.716 -5.837 0.04 0.00 -0.12 0.00
C 6.887 -0.085 -4.826 0.40 0.11 -0.13 0.01
O 8.053 -0.332 -4.678 -0.35 0.11 -0.02 0.02
C 5.817 -0.615 -3.940 -0.39 -0.22 0.43 0.08
C 6.144 -0.939 -2.619 0.29 0.12 -0.32 -0.02
C 5.200 -1.471 -1.773 0.08 0.13 0.07 0.08
C 3.896 -1.697 -2.227 -0.25 -0.24 0.21 0.06
S 2.727 -2.403 -1.182 0.29 -0.09 -0.10 0.65
C 3.569 -1.375 -3.550 -0.06 0.03 -0.10 0.08
C 4.513 -0.834 -4.392 0.19 0.04 -0.11 -0.01
H 5.530 0.879 -5.804 0.13 -0.03 0.11 0.00
H 7.158 -0.763 -2.289 0.03 -0.04 0.02 0.00
H 5.447 -1.731 -0.754 0.02 0.05 0.10 0.00
H 2.566 -1.562 -3.902 -0.11 -0.04 -0.01 0.00
H 4.241 -0.639 -5.422 0.00 0.02 -0.02 0.00
O -0.186 -1.521 -1.329 0.23 0.24 0.69 0.01
N -0.809 -2.350 -2.083 -0.66 -1.01 -0.37 0.00
C -0.373 -3.635 -2.171 0.19 0.32 0.20 0.00
C -0.978 -4.543 -3.000 -0.49 0.00 -0.46 0.00
C -2.089 -4.169 -3.751 0.25 0.36 0.33 0.00
C -2.548 -2.860 -3.624 0.07 -0.54 -0.25 0.00
C -1.900 -1.971 -2.803 0.37 0.26 0.27 0.00
H 0.494 -3.859 -1.566 -0.11 0.10 -0.01 0.00
H -0.577 -5.540 -3.072 0.07 -0.10 0.09 0.00
H -2.570 -4.860 -4.423 -0.07 -0.10 -0.03 0.00
H -3.404 -2.528 -4.189 -0.05 0.11 0.03 0.00
H -2.197 -0.937 -2.702 0.12 0.04 0.20 0.00
```
Forces are in eV/Å.

Values from the calculation:
- Spin multiplicity: 2
- Relative energy (zero: lowest compared OMol25 entry of this formula, charge and spin): 269.2 kJ/mol
- E_HOMO (spin up / spin down): -0.2565 / -0.2564 Ha
- HOMO-LUMO gap (spin up / spin down): 6.32 / 4.66 eV
- Net charge: 0